C21H24N6O3 | ωB97M-V with the def2-TZVPD basis set

Last column: natural (NBO) charge in e.
Cartesian coordinates (Å):
C (-5.275069, 4.994735, 5.774814)  -0.66
C (-4.620642, 3.797851, 6.030294)  -0.06
O (-3.433443, 3.662871, 4.890654)  -0.56
C (-3.764160, 2.918794, 3.829982)  0.79
O (-4.817065, 2.553080, 3.646213)  -0.59
C (-2.781969, 2.780778, 2.785570)  -0.29
C (-1.463962, 3.125416, 3.130038)  -0.07
C (-0.383448, 2.997435, 2.373125)  -0.29
C (-0.758081, 2.197146, 1.080886)  0.25
N (0.463186, 2.057050, 0.229051)  -0.73
C (1.832627, 2.385352, 0.365723)  0.67
O (2.367085, 2.670090, 1.328220)  -0.57
C (2.304318, 1.908221, -0.958893)  -0.48
C (2.539456, 0.144592, -1.089496)  -0.39
C (1.208888, -0.303383, -1.731130)  0.35
N (0.165474, 0.237913, -1.838598)  -0.35
N (-0.945396, -0.418389, -2.750761)  -0.24
C (-0.158373, -1.518501, -2.722959)  0.23
C (-0.326284, -2.669509, -3.343570)  -0.16
C (0.306507, -3.827210, -3.421503)  -0.24
C (1.891002, -3.625988, -2.832152)  0.45
N (2.719430, -4.445433, -3.039861)  -0.40
C (2.526102, -5.838495, -3.453933)  -0.19
C (4.084583, -6.336724, -3.461483)  -0.38
C (4.421538, -5.835481, -2.171495)  -0.48
C (4.098547, -4.451079, -2.101657)  -0.17
N (2.177980, -2.387842, -2.244710)  -0.42
N (1.088320, -1.491819, -2.318751)  -0.19
C (-1.992971, 1.909351, 0.614698)  -0.34
C (-2.874242, 2.352503, 1.575853)  -0.05
H (-5.843606, 4.969850, 4.684615)  0.22
H (-4.745913, 5.960599, 5.690277)  0.23
H (-5.950928, 5.221650, 6.576001)  0.23
H (-5.417618, 2.916371, 5.972613)  0.23
H (-4.057279, 3.779796, 6.925223)  0.20
H (-1.323511, 3.584034, 4.178580)  0.21
H (0.634357, 3.085206, 2.583927)  0.25
H (-0.077980, 1.710684, -0.776097)  0.46
H (3.498719, 2.141529, -0.778270)  0.20
H (2.004202, 2.354524, -1.939035)  0.25
H (3.409279, 0.171648, -1.693236)  0.24
H (2.728353, 0.022168, -0.060642)  0.24
H (-1.500688, -2.760728, -3.652867)  0.22
H (0.212800, -4.796165, -3.964621)  0.24
H (2.277122, -5.825643, -4.540524)  0.21
H (2.020135, -6.381897, -2.881923)  0.18
H (4.040595, -7.477106, -3.364604)  0.22
H (4.618748, -6.381535, -4.224494)  0.22
H (5.605105, -5.639951, -2.354708)  0.24
H (4.318282, -6.182482, -1.122089)  0.25
H (3.899246, -3.855870, -1.350899)  0.22
H (4.632538, -3.869151, -2.955321)  0.20
H (-2.137891, 1.601914, -0.314226)  0.23
H (-4.049307, 1.827188, 1.432758)  0.20

Forces on the atoms, in the same order (eV/Å):
-3.07 4.55 -4.06
1.65 -4.55 -2.41
-1.22 -0.11 2.74
4.36 3.11 0.48
-8.56 -3.43 -0.85
4.68 2.10 3.12
0.83 2.45 4.63
-2.94 -3.98 -4.29
7.17 3.27 1.03
-5.97 -0.56 -1.25
-7.44 -3.86 -6.36
3.97 2.21 5.47
7.22 -1.26 -0.93
-3.43 5.36 -0.49
7.81 -3.20 1.71
-10.22 8.52 -1.59
6.11 -1.41 4.28
-0.60 1.66 -1.81
-8.72 -6.45 -4.08
6.01 0.24 1.10
-10.67 9.92 0.82
7.85 -8.44 1.14
6.90 5.05 -7.95
-9.35 -4.99 6.52
7.64 1.65 2.95
-1.37 1.87 -9.38
-1.68 -2.86 -1.62
3.73 -1.16 1.70
2.37 2.63 4.75
-8.88 -5.45 -3.94
1.01 -0.16 2.95
0.73 -0.79 0.15
-0.99 -0.19 0.30
2.31 1.53 -0.09
0.66 -0.25 0.80
-0.19 -0.71 -1.69
1.13 0.54 0.44
3.49 0.76 2.72
-2.49 -0.14 -1.14
-0.18 -0.34 1.26
0.46 -0.90 -0.72
0.04 -1.34 1.03
2.66 0.14 0.06
-0.83 1.25 0.58
-0.74 -0.25 0.94
-4.51 -4.44 4.75
-0.42 0.96 0.17
4.85 1.73 -6.81
-1.81 -1.15 1.45
-0.42 -1.45 -1.26
-0.71 2.47 4.34
0.01 -0.55 2.12
-1.18 -1.63 -3.73
2.94 1.99 -0.07

Spin multiplicity: 1
Kohn-Sham gap in Eh: 0.29117
Structure (SMILES): CCOC(=O)c1ccc(NC(=O)CCc2nnc3ccc(N4CCCC4)nn23)cc1
Relative energy (zero: lowest compared OMol25 entry of this formula, charge and spin) in kcal per mole: 453.1
Lowest unoccupied orbital energy in Ha: 0.0064
Electronic energy in eV: -37232.9186